Record 1
{"formula": "C4H10O2", "method": "ωB97M-V with the def2-TZVPD basis set", "relative_energy_ev": 3.934, "gap_ha": 0.3354, "elements": ["C", "C", "O", "C", "C", "O", "H", "H", "H", "H", "H", "H", "H", "H", "H", "H"], "coordinates": [[1.889924, 0.557449, -0.617874], [0.466266, 0.325394, -1.078045], [-0.407467, 0.470776, 0.031060], [-1.751760, 0.167973, -0.282545], [-0.417084, -1.743914, 2.332005], [-0.211056, -0.473712, 2.539645], [1.989568, 1.546120, -0.159811], [2.574240, 0.501132, -1.470141], [2.189296, -0.199522, 0.114210], [0.350864, -0.684561, -1.501454], [0.179068, 1.050418, -1.854634], [-1.839454, -0.850252, -0.687411], [-2.154385, 0.884389, -1.010789], [-0.419823, -1.866454, 1.202138], [-2.323528, 0.233259, 0.645965], [-0.120321, 0.047999, 1.702664]], "forces_ev_per_angstrom": [[0.01, 0.01, 0.03], [0.13, -0.01, -0.19], [0.06, 0.02, 0.08], [-0.23, -0.03, -0.04], [0.08, 0.33, -0.27], [0.00, -0.21, 0.05], [-0.01, -0.13, -0.07], [-0.10, 0.00, 0.12], [-0.04, 0.11, -0.09], [0.01, 0.13, 0.07], [0.04, -0.10, 0.10], [0.01, 0.15, 0.05], [0.05, -0.09, 0.09], [0.00, -0.06, 0.26], [0.04, 0.01, -0.16], [-0.03, -0.13, -0.02]], "lowdin_charge": [-0.07, -0.28, -0.27, -0.10, -0.01, -0.09, 0.08, 0.08, 0.08, 0.12, 0.12, 0.09, 0.09, -0.01, 0.10, 0.05]}

Record 2
{"formula": "C4H10O2", "method": "ωB97M-V with the def2-TZVPD basis set", "relative_energy_ev": 1.732, "smiles": "COCCOC", "gap_ha": 0.3992, "elements": ["C", "O", "C", "C", "O", "C", "H", "H", "H", "H", "H", "H", "H", "H", "H", "H"], "coordinates": [[-0.724581, -2.628209, -0.711323], [0.151817, -1.604085, -1.104393], [-0.357405, -0.312032, -0.853665], [0.500044, 0.409359, 0.176786], [-0.138940, 1.637553, 0.416066], [0.624212, 2.539923, 1.168458], [-0.192800, -3.582533, -0.796410], [-1.056561, -2.483621, 0.325147], [-1.615394, -2.658684, -1.354557], [-0.371913, 0.245486, -1.799074], [-1.391043, -0.324421, -0.473772], [0.594980, -0.185506, 1.105799], [1.521996, 0.557268, -0.206789], [0.828264, 2.159693, 2.181215], [1.585172, 2.768554, 0.680682], [0.042153, 3.461255, 1.245830]], "forces_ev_per_angstrom": [[-0.16, -0.28, 0.05], [0.07, 0.04, 0.04], [-0.07, 0.23, 0.00], [0.15, -0.17, -0.04], [-0.07, 0.04, -0.08], [0.15, 0.25, 0.18], [-0.11, 0.24, 0.03], [0.05, -0.13, -0.04], [0.08, -0.02, 0.05], [0.07, 0.02, 0.20], [0.19, -0.17, -0.11], [-0.15, 0.10, -0.23], [-0.14, 0.03, -0.02], [-0.02, 0.02, -0.13], [-0.15, -0.07, 0.06], [0.11, -0.11, 0.04]], "lowdin_charge": [-0.12, -0.19, -0.21, -0.22, -0.19, -0.12, 0.09, 0.09, 0.09, 0.13, 0.13, 0.13, 0.13, 0.09, 0.09, 0.09]}

Record 3
{"formula": "C4H10O2", "method": "ωB97M-V with the def2-TZVPD basis set", "relative_energy_ev": 2.547, "smiles": "C/C=C(/C)O.O", "gap_ha": 0.3611, "elements": ["C", "C", "C", "O", "C", "H", "H", "H", "H", "H", "H", "H", "H", "H", "H", "O"], "coordinates": [[-1.282985, 0.244735, 1.442422], [-0.754125, 0.566481, 0.090349], [0.560115, 0.563513, -0.354545], [1.730994, 0.100099, 0.419501], [1.033908, 1.365237, -1.607273], [-0.518179, 0.299636, 2.195632], [-2.001710, 1.071131, 1.835962], [-1.688508, -0.703887, 1.694994], [-1.524217, 0.810161, -0.654464], [1.318231, -0.847033, 0.675671], [1.267619, 0.660236, -2.494396], [0.279709, 2.218326, -1.854390], [1.953644, 1.854575, -1.260385], [-0.764987, -1.299874, -0.057891], [-0.430153, -2.784510, -0.420910], [-1.135110, -2.314920, -0.055194]], "forces_ev_per_angstrom": [[-0.39, 2.30, 1.99], [1.81, -0.29, -1.14], [-0.13, 1.46, 0.63], [-4.50, -2.84, -0.67], [-1.05, -0.52, 0.03], [0.96, 0.23, 0.20], [0.87, -1.41, -1.09], [-0.90, -0.92, -0.65], [0.61, 0.24, 0.16], [1.95, 3.00, -0.24], [-0.41, 1.37, 1.35], [1.25, -1.85, 0.17], [-0.09, -0.17, -0.37], [-1.39, -3.49, -0.32], [1.71, -1.41, -1.04], [-0.30, 4.29, 1.00]], "lowdin_charge": [-0.12, -0.17, -0.32, -0.06, -0.05, 0.07, 0.12, 0.05, 0.12, 0.15, 0.10, 0.10, 0.07, 0.05, -0.02, -0.10]}

Record 4
{"formula": "C4H10O2", "method": "ωB97M-V with the def2-TZVPD basis set", "relative_energy_ev": 1.164, "smiles": "CCC=O.CO", "gap_ha": 0.3939, "elements": ["C", "O", "C", "C", "C", "O", "H", "H", "H", "H", "H", "H", "H", "H", "H", "H"], "coordinates": [[-1.352042, 2.266793, -0.953343], [-1.606672, 1.484759, 0.191314], [0.168623, -1.129790, 0.362237], [0.922325, -0.298512, 1.364486], [1.094353, -2.106082, -0.368959], [0.844028, 0.906148, 1.488269], [-0.278535, 2.306611, -1.183865], [-1.874304, 1.816897, -1.805767], [-1.714347, 3.298527, -0.837184], [-0.373985, -0.462722, -0.311555], [-0.589719, -1.693653, 0.924437], [1.598083, -0.869806, 2.036524], [1.710719, -2.678961, 0.334908], [1.769120, -1.580409, -1.052570], [0.510292, -2.821424, -0.955557], [-0.827937, 1.561624, 0.766625]], "forces_ev_per_angstrom": [[0.01, 0.20, -0.33], [0.08, 0.09, 0.22], [-0.03, 0.07, -0.02], [-0.04, 0.28, 0.05], [0.05, -0.07, -0.03], [0.03, -0.53, -0.03], [-0.15, -0.02, -0.03], [0.09, 0.09, 0.14], [0.05, -0.16, 0.00], [0.09, -0.14, 0.06], [0.13, 0.07, 0.00], [-0.02, 0.07, -0.06], [-0.12, 0.08, -0.10], [-0.10, -0.06, 0.11], [0.10, 0.13, 0.08], [-0.18, -0.11, -0.07]], "lowdin_charge": [-0.17, -0.15, -0.21, -0.24, -0.10, 0.03, 0.08, 0.08, 0.07, 0.10, 0.13, 0.13, 0.07, 0.08, 0.07, 0.03]}

Record 5
{"formula": "C4H10O2", "method": "ωB97M-V with the def2-TZVPD basis set", "relative_energy_ev": 4.682, "gap_ha": [0.2869, 0.2870], "elements": ["C", "O", "C", "C", "C", "O", "H", "H", "H", "H", "H", "H", "H", "H", "H", "H"], "coordinates": [[2.536868, -0.855075, -0.056173], [1.575000, 0.030468, 0.468463], [-0.225676, 0.410892, -0.886238], [-1.024789, 0.173231, 0.307846], [-2.492762, 0.627937, 0.226151], [-0.736009, -0.892178, 1.000993], [2.119939, -1.506225, -0.842256], [3.349040, -0.265452, -0.490710], [2.950023, -1.500480, 0.728721], [0.340914, -0.372079, -1.381253], [-0.198291, 1.401025, -1.338428], [-0.466601, 1.121356, 0.712692], [-2.880087, 0.681317, 1.245514], [-3.060743, -0.128996, -0.320598], [-2.618620, 1.599076, -0.265204], [0.831790, -0.524823, 0.890473]], "forces_ev_per_angstrom": [[0.26, -0.13, -0.11], [-0.12, -0.05, 0.05], [-0.07, -0.04, 0.13], [0.00, 0.06, -0.48], [-0.12, 0.07, 0.05], [0.06, -0.05, 0.07], [0.04, 0.09, 0.13], [-0.10, -0.09, 0.06], [-0.06, 0.08, -0.11], [-0.03, 0.09, 0.12], [-0.08, -0.11, 0.09], [0.04, 0.07, 0.06], [0.06, 0.00, -0.14], [0.09, 0.09, 0.07], [0.04, -0.14, 0.07], [-0.01, 0.07, -0.06]], "lowdin_charge": [-0.15, -0.18, 0.23, -0.69, -0.02, -0.14, 0.08, 0.08, 0.09, 0.09, 0.10, 0.20, 0.08, 0.08, 0.08, 0.05]}

Record 6
{"formula": "C4H10O2", "method": "ωB97M-V with the def2-TZVPD basis set", "relative_energy_ev": 5.388, "gap_ha": [0.2866, 0.2865], "elements": ["C", "O", "C", "C", "C", "O", "H", "H", "H", "H", "H", "H", "H", "H", "H", "H"], "coordinates": [[2.128343, 0.671357, -0.893055], [1.448154, 0.435574, 0.316573], [-0.060808, -1.007208, 0.212630], [-1.351766, -0.504274, 0.729114], [-1.102260, 0.883217, 0.302849], [-2.475148, -1.108097, 0.117884], [2.840859, -0.137823, -1.085846], [1.432741, 0.734535, -1.745668], [2.685780, 1.607955, -0.805116], [0.647184, -1.593197, 0.792866], [0.004806, -1.119943, -0.866236], [-1.367628, -0.576361, 1.824947], [-1.391938, 1.677878, 0.990857], [-1.361668, 1.059640, -0.740104], [0.521057, 0.940614, 0.303533], [-2.597704, -1.963873, 0.544769]], "forces_ev_per_angstrom": [[0.28, 0.09, -0.24], [-0.01, 0.23, 0.10], [-0.12, -0.05, -0.11], [0.39, 0.18, 0.18], [-0.34, 0.06, -0.06], [-0.31, -0.34, 0.16], [-0.11, 0.10, 0.09], [0.09, 0.04, 0.16], [0.02, -0.05, -0.22], [-0.16, 0.22, -0.02], [-0.06, 0.06, 0.10], [-0.18, -0.05, -0.16], [0.18, -0.15, -0.08], [0.05, -0.05, 0.08], [0.49, -0.19, 0.13], [-0.19, -0.09, -0.13]], "lowdin_charge": [-0.15, -0.21, 0.15, -0.56, -0.06, -0.02, 0.08, 0.08, 0.08, 0.10, 0.11, 0.14, 0.06, 0.07, 0.03, 0.09]}

Which formula does entry 4 have? C4H10O2